58
Properties=species:S:1:pos:R:3:mulliken_charge:R:1 method="wB97M-V/def2-TZVPD" homo_ev=-10.17 molar_mass_g_mol=784.0 gap_ev=10.51 smiles="C[C@H](Br)[C@@H](Br)O[P@@](=O)(O)OCCC(F)(F)C(F)(F)C(F)(F)C(F)(F)C(F)(F)C(F)(F)F.COP(=O)(OC)OC" e_lumo_ev=0.34 total_charge=0
C -7.378 3.412 -1.032 -1.35
C -5.995 3.995 -0.737 0.02
Br -4.728 3.007 -1.847 -0.13
C -5.568 3.777 0.738 -0.41
Br -7.031 4.116 1.966 -0.11
O -5.193 2.420 0.932 -0.15
P -3.868 2.178 1.775 1.03
O -2.623 2.484 1.062 -0.69
O -3.952 3.048 3.111 -0.50
O -4.044 0.658 2.146 -0.37
C -3.038 0.108 3.011 -1.08
C -1.939 -0.583 2.217 -0.56
C -2.384 -1.899 1.596 1.06
F -3.389 -2.454 2.326 -0.37
F -2.882 -1.722 0.353 -0.33
C -1.289 -3.000 1.534 0.53
F -1.925 -4.156 1.274 -0.32
F -0.703 -3.146 2.738 -0.27
C -0.233 -2.801 0.389 0.64
F -0.219 -1.546 -0.093 -0.29
F -0.573 -3.614 -0.621 -0.32
C 1.223 -3.201 0.773 0.51
F 1.242 -4.411 1.349 -0.30
F 1.887 -3.319 -0.395 -0.28
C 1.996 -2.130 1.614 0.52
F 2.725 -1.385 0.765 -0.21
F 1.166 -1.291 2.257 -0.24
C 2.986 -2.724 2.659 0.67
F 3.851 -1.748 2.995 -0.25
F 3.692 -3.738 2.162 -0.24
F 2.332 -3.073 3.769 -0.22
H -7.457 2.429 -0.571 0.35
H -7.469 3.272 -2.107 0.43
H -8.161 4.085 -0.690 0.38
H -5.924 5.052 -0.970 0.43
H -4.731 4.442 0.939 0.51
H -3.164 3.607 3.117 0.37
H -2.560 0.911 3.575 0.40
H -3.490 -0.559 3.739 0.50
H -1.634 0.075 1.403 0.36
H -1.115 -0.757 2.907 0.29
C 5.925 -0.903 -5.371 -0.67
O 5.995 -0.492 -3.991 -0.21
P 4.951 0.604 -3.495 0.83
O 4.862 1.701 -4.459 -0.70
O 5.722 0.975 -2.132 -0.31
C 7.101 0.742 -1.878 -0.60
O 3.535 0.400 -2.825 -0.31
C 3.379 -0.335 -1.599 -0.61
H 6.547 -1.788 -5.470 0.23
H 4.905 -1.144 -5.666 0.31
H 6.315 -0.111 -6.005 0.30
H 7.723 1.334 -2.549 0.28
H 7.347 -0.315 -1.966 0.26
H 7.288 1.060 -0.854 0.26
H 3.693 0.283 -0.763 0.32
H 3.949 -1.263 -1.613 0.34
H 2.323 -0.565 -1.495 0.25



43
Properties=species:S:1:pos:R:3:mulliken_charge:R:1 method="wB97M-V/def2-TZVPD" homo_ev="-9.27 / -9.27" molar_mass_g_mol=758.0 gap_ev="4.61 / 4.68" multiplicity=3 e_lumo_ev="-4.66 / -4.59" total_charge=+1 s2=2.005
Pr 0.590 0.484 -0.313 0.77
S 0.453 2.218 1.947 0.00
S -0.014 -0.455 -2.942 0.00
C -0.300 1.287 3.349 -0.84
C -0.911 3.256 1.232 -0.70
C -1.880 2.681 0.179 -0.72
N -1.182 2.195 -1.053 -0.26
C -2.026 1.553 -2.110 -0.72
C -1.194 0.946 -3.259 -0.69
H -0.387 4.148 0.848 0.40
H -1.469 3.565 2.123 0.49
H -2.554 3.524 -0.063 0.40
H -2.479 1.857 0.611 0.39
H -2.664 2.308 -2.607 0.40
H -2.674 0.783 -1.651 0.38
H -0.569 1.709 -3.754 0.39
H -1.864 0.528 -4.020 0.50
C -1.066 -1.960 -2.805 -0.84
H -0.702 3.001 -1.481 0.33
H -1.910 -1.704 -2.156 0.28
H -0.443 -2.738 -2.340 0.34
H -1.394 -2.304 -3.797 0.39
H 0.363 0.433 3.550 0.34
H -1.284 0.944 3.013 0.28
H -0.365 1.917 4.248 0.39
C 2.961 1.131 -0.868 -0.55
C 2.263 2.220 -1.331 -0.29
H 3.285 0.316 -1.526 0.33
H 3.431 1.109 0.122 0.33
H 1.999 2.328 -2.389 0.30
H 2.141 3.127 -0.727 0.32
Br 3.199 -5.562 2.581 -0.15
C 1.900 -4.289 2.051 0.32
C 0.495 -4.467 2.281 0.09
Br -0.094 -6.040 3.152 -0.16
C -0.433 -3.500 1.873 -0.12
Br -2.291 -3.682 2.147 -0.13
C -0.004 -2.312 1.218 0.67
O -0.776 -1.371 0.804 -0.66
C 1.435 -2.175 1.006 -0.02
O 1.901 -1.130 0.422 -0.52
C 2.354 -3.144 1.415 -0.32
Br 4.162 -2.735 1.022 -0.13



46
Properties=species:S:1:pos:R:3:mulliken_charge:R:1 method="wB97M-V/def2-TZVPD" homo_ev=-8.91 molar_mass_g_mol=626.9 gap_ev=7.81 e_lumo_ev=-1.10 total_charge=0
C 4.436 -1.089 0.337 -0.84
C 4.040 -0.836 -1.204 -0.31
O 3.276 -1.907 -1.769 -0.43
C 1.877 -1.574 -1.866 -0.45
C 1.235 -1.503 -0.395 -0.66
C -0.318 -1.433 -0.525 0.63
C -0.938 -0.115 -0.295 -0.45
C -2.422 -0.022 -0.461 0.13
N -3.119 1.172 -0.282 -0.50
S -4.698 0.704 -0.608 0.30
N -4.625 -0.923 -0.980 -0.64
C -3.263 -1.222 -0.838 0.53
C -2.626 -2.575 -1.033 -0.74
C -1.163 -2.641 -0.871 0.05
Br -0.354 -4.408 -1.143 -0.16
H 3.871 -0.316 0.931 0.23
H 5.541 -1.074 0.512 0.30
H 3.959 -2.084 0.598 0.21
H 3.493 0.150 -1.308 0.26
H 5.025 -0.699 -1.745 0.38
H 1.781 -0.560 -2.366 0.28
H 1.355 -2.350 -2.490 0.44
H 1.622 -0.535 0.052 0.20
H 1.611 -2.364 0.224 0.40
H -0.280 0.752 -0.014 0.40
H -3.238 -3.464 -1.309 0.37
C -1.144 1.830 3.230 -0.08
Cl -0.249 1.097 4.568 -0.15
Cl -0.086 2.813 2.212 -0.16
H -1.582 1.040 2.624 0.09
H -1.930 2.463 3.636 0.29
C -5.609 4.777 -1.487 -0.33
Cl -6.807 4.286 -2.690 -0.16
Cl -4.551 3.430 -1.046 -0.04
H -5.004 5.580 -1.900 0.29
H -6.127 5.125 -0.596 0.28
C 2.656 -2.718 -5.822 -0.27
Cl 1.812 -4.257 -5.620 -0.15
Cl 1.818 -1.411 -4.978 -0.10
H 3.660 -2.810 -5.416 0.24
H 2.705 -2.479 -6.881 0.32
C 0.727 2.411 7.779 -0.03
Cl 1.619 1.681 9.119 -0.16
Cl 1.787 3.388 6.757 -0.13
H 0.288 1.621 7.177 0.05
H -0.057 3.047 8.182 0.27



40
Properties=species:S:1:pos:R:3:mulliken_charge:R:1 method="wB97M-V/def2-TZVPD" homo_ev=-5.95 molar_mass_g_mol=325.8 gap_ev=3.24 e_lumo_ev=-2.71 total_charge=0
C 2.426 0.128 1.694 -0.96
C 2.555 0.417 0.139 -0.40
C 1.929 -0.778 -0.693 -0.75
C 0.545 -0.441 -1.354 0.29
C 0.297 -1.154 -2.772 -1.32
C -0.691 -0.685 -0.451 0.41
C -1.011 -1.983 0.196 1.20
C -0.122 -3.247 0.011 0.14
O 0.473 -3.531 -0.983 -0.40
O -0.010 -4.116 1.118 -0.48
C -2.220 -2.174 1.032 -0.74
C -3.081 -1.028 1.191 -0.51
N -2.795 0.163 0.581 0.13
C -1.676 0.393 -0.204 0.20
C -1.570 1.827 -0.817 -1.61
C -0.463 2.737 -0.154 0.55
C -0.784 3.189 1.310 0.69
F -1.915 2.627 1.852 -0.27
F 0.314 2.897 2.089 -0.23
F -0.843 4.573 1.311 -0.28
H 3.328 0.512 2.250 0.29
H 1.489 0.554 2.143 0.11
H 2.403 -0.983 1.921 0.29
H 3.656 0.399 -0.072 0.43
H 2.209 1.430 -0.159 -0.07
H 1.949 -1.694 -0.051 0.27
H 2.644 -0.990 -1.543 0.49
H 0.561 0.663 -1.583 0.26
H -0.445 -1.986 -2.616 0.29
H 1.247 -1.602 -3.165 0.34
H -0.146 -0.416 -3.486 0.35
H -0.490 -4.938 0.893 0.36
H -2.419 -3.172 1.480 0.44
H -3.990 -1.155 1.832 0.33
H -3.467 0.924 0.717 0.32
H -1.376 1.704 -1.919 0.45
H -2.590 2.310 -0.758 0.44
H 0.511 2.191 -0.209 -0.75
H -0.349 3.645 -0.810 0.42
Cl 3.919 2.791 0.037 -0.72



36
Properties=species:S:1:pos:R:3:mulliken_charge:R:1 method="wB97M-V/def2-TZVPD" homo_ev=0.20 molar_mass_g_mol=326.4 gap_ev=4.25 e_above_lowest_kj_mol=0.0 e_lumo_ev=4.45 total_charge=-2
C 0.409 3.118 -0.024 -1.29
C -0.035 2.488 -1.224 -0.27
C 0.988 1.612 -1.681 -0.20
H -0.989 2.648 -1.732 0.31
C 2.063 1.658 -0.763 -0.24
C 1.702 2.554 0.294 -0.82
H 2.335 2.833 1.138 0.46
H -0.183 3.817 0.589 0.50
H 0.927 0.979 -2.566 0.35
H 2.986 1.071 -0.846 0.32
Sr -0.209 1.130 1.525 1.44
Cl -2.751 0.737 1.843 -0.83
C -1.154 -3.049 -0.579 -0.58
C 0.202 -3.062 -1.022 -0.48
C 0.305 -2.206 -2.164 -0.55
H 1.048 -3.487 -0.454 0.35
C -0.988 -1.639 -2.399 -0.49
C -1.887 -2.162 -1.427 -0.60
H -2.896 -1.778 -1.215 0.35
H -1.517 -3.438 0.382 0.37
H 1.249 -1.839 -2.617 0.35
H -1.219 -0.798 -3.083 0.39
C 2.483 -0.220 3.928 -1.32
C 1.157 -0.940 3.647 1.97
C 1.240 -2.378 4.152 -1.85
C 0.007 -0.213 4.355 -1.60
O 0.952 -0.943 2.268 -0.99
H 2.685 -0.086 4.997 0.36
H 2.505 0.771 3.447 0.06
H 3.301 -0.852 3.568 0.38
H 1.344 -2.409 5.242 0.38
H 0.332 -2.918 3.857 0.36
H 2.143 -2.860 3.756 0.43
H -0.053 0.854 4.042 0.23
H -0.963 -0.624 4.059 0.37
H 0.077 -0.258 5.458 0.38



37
Properties=species:S:1:pos:R:3:mulliken_charge:R:1 method="wB97M-V/def2-TZVPD" homo_ev=-8.80 molar_mass_g_mol=250.3 gap_ev=9.42 e_above_lowest_kj_mol=154.9 smiles="CCCC(CCC)=NNC(=O)c1ccccc1F" e_lumo_ev=0.62 total_charge=0
C -5.210 -2.228 -0.724 -1.37
C -3.747 -1.917 -0.432 -0.41
C -3.542 -0.429 -0.160 -0.39
C -2.118 -0.057 0.122 0.60
C -1.776 1.331 0.582 -0.69
C -2.875 2.167 1.241 -0.71
C -3.775 2.896 0.249 -1.14
N -1.266 -0.986 -0.052 -0.79
N 0.087 -0.782 0.098 -0.01
C 0.829 0.157 -0.540 0.52
O 0.355 1.024 -1.255 -0.67
C 2.309 0.045 -0.342 0.22
C 3.118 0.654 -1.301 -0.38
C 4.495 0.634 -1.201 -0.65
C 5.102 0.010 -0.123 -0.29
C 4.325 -0.587 0.854 -0.69
C 2.948 -0.563 0.734 0.54
F 2.229 -1.150 1.722 -0.33
H -5.344 -3.290 -0.913 0.39
H -5.552 -1.680 -1.599 0.34
H -5.839 -1.950 0.120 0.33
H -3.412 -2.488 0.435 0.34
H -3.128 -2.213 -1.278 0.36
H -3.864 0.141 -1.036 0.27
H -4.170 -0.122 0.679 0.32
H -0.941 1.225 1.286 0.37
H -1.369 1.877 -0.278 0.34
H -2.384 2.920 1.863 0.37
H -3.476 1.546 1.908 0.31
H -4.469 3.543 0.780 0.38
H -3.175 3.513 -0.418 0.32
H -4.353 2.204 -0.356 0.26
H 0.538 -1.614 0.454 0.31
H 2.624 1.146 -2.126 0.41
H 5.097 1.108 -1.961 0.40
H 6.177 -0.008 -0.036 0.38
H 4.768 -1.069 1.711 0.45



46
Properties=species:S:1:pos:R:3:mulliken_charge:R:1 method="wB97M-V/def2-TZVPD" homo_ev="-2.01 / -5.39" molar_mass_g_mol=710.1 gap_ev="4.53 / 6.96" multiplicity=5 e_above_lowest_kj_mol=106.1 e_lumo_ev="2.52 / 1.57" total_charge=-1 s2=6.036
Rh 0.111 -0.413 -0.021 0.39
I -1.474 -5.883 0.855 -0.03
C -2.099 -3.925 0.445 -0.13
C -3.476 -3.656 0.326 -0.46
C -3.798 -2.306 0.026 -0.75
C -2.829 -1.363 -0.121 -0.37
N -1.488 -1.657 0.009 0.14
C -1.146 -2.967 0.292 -0.24
H -4.224 -4.423 0.446 0.37
H -4.829 -2.003 -0.105 0.36
H -3.074 -0.343 -0.371 0.38
H -0.091 -3.182 0.395 0.34
N -0.130 2.764 -2.023 -0.37
C -0.257 2.575 -0.713 0.50
N 0.668 3.090 0.103 -0.32
S -1.562 1.673 -0.090 -0.39
H 0.790 2.979 -2.376 0.33
H -0.675 2.133 -2.594 0.19
H 1.524 3.469 -0.263 0.27
H 0.596 2.864 1.080 0.21
O 0.094 -0.190 1.681 -0.50
C 4.880 -2.402 -0.682 -1.15
C 5.103 -1.952 0.756 -1.43
C 4.481 -0.575 1.066 2.75
C 4.733 -0.209 2.540 -1.42
C 4.125 1.130 2.937 -1.11
C 5.167 0.444 0.190 0.00
O 6.364 0.655 0.232 -0.69
N 4.356 1.117 -0.671 0.11
C 2.957 1.010 -0.798 -0.03
O 2.433 1.775 -1.597 -0.66
N 2.296 0.109 -0.034 0.21
C 2.967 -0.687 0.858 -0.33
O 2.386 -1.548 1.494 -0.61
H 5.328 -3.382 -0.854 0.46
H 5.330 -1.706 -1.394 0.27
H 3.816 -2.481 -0.914 0.24
H 6.169 -1.882 0.978 0.45
H 4.650 -2.662 1.448 0.44
H 5.814 -0.204 2.696 0.44
H 4.300 -1.011 3.140 0.44
H 4.547 1.949 2.348 0.26
H 4.316 1.349 3.988 0.48
H 3.042 1.124 2.793 0.19
H 4.779 1.798 -1.284 0.27
I 0.115 -0.709 -2.761 -0.51



45
Properties=species:S:1:pos:R:3:mulliken_charge:R:1 method="wB97M-V/def2-TZVPD" homo_ev="-16.46 / -16.70" molar_mass_g_mol=626.1 gap_ev="7.25 / 5.50" multiplicity=3 e_lumo_ev="-9.22 / -11.20" total_charge=+3 s2=2.417
V 0.249 -0.032 -0.032 1.16
I 0.257 -0.113 5.137 0.23
C 1.837 0.036 3.797 -0.66
C 3.149 0.109 4.235 -0.27
C 4.211 0.290 3.355 -0.29
I 6.137 0.375 4.132 0.35
C 3.974 0.410 1.939 0.65
C 4.947 0.674 0.960 -0.59
C 4.577 0.757 -0.365 -0.91
C 3.241 0.563 -0.720 -0.48
N 2.306 0.309 0.188 -0.04
C 2.654 0.263 1.494 0.44
C 1.543 0.077 2.405 1.04
O 0.370 -0.036 1.913 -0.34
H 3.349 0.037 5.296 0.41
H 5.980 0.830 1.246 0.30
H 5.307 0.978 -1.131 0.47
H 2.929 0.625 -1.756 0.53
O -0.047 1.476 -0.244 0.07
O -0.394 2.665 -0.499 -0.53
N -4.701 -0.917 -1.252 -0.08
C -4.211 -1.512 0.033 -0.93
C -2.682 -1.585 0.029 -0.64
N -2.058 -0.267 -0.193 0.04
C -2.563 0.318 -1.457 -0.48
C -4.085 0.431 -1.484 -0.87
H -5.722 -0.841 -1.236 0.37
H -4.476 -1.540 -2.033 0.39
H -4.643 -2.503 0.165 0.45
H -4.563 -0.874 0.845 0.38
H -2.345 -2.251 -0.769 0.33
H -2.352 -1.985 0.986 0.39
H -2.327 0.349 0.575 0.37
H -2.217 -0.311 -2.283 0.37
H -2.157 1.319 -1.599 0.39
H -4.423 0.823 -2.442 0.43
H -4.441 1.094 -0.696 0.38
N 2.418 -3.008 -0.390 -0.30
C 1.097 -2.979 -0.220 0.63
N 0.458 -4.111 0.050 -0.31
O 0.449 -1.878 -0.301 -0.59
H 2.937 -3.872 -0.392 0.22
H 2.897 -2.188 -0.720 0.17
H 0.933 -4.998 0.117 0.22
H -0.536 -4.113 0.186 0.18



41
Properties=species:S:1:pos:R:3:mulliken_charge:R:1 method="wB97M-V/def2-TZVPD" homo_ev=-8.32 molar_mass_g_mol=309.3 gap_ev=8.67 e_above_lowest_kj_mol=95.9 smiles="NC(=O)CC[C@H](N)C(=O)N[C@@H](Cc1ccc(O)cc1)C(=O)O" e_lumo_ev=0.36 total_charge=0
N 7.167 -1.612 -0.100 -0.41
C 6.098 -0.989 0.459 0.45
O 5.871 -1.135 1.643 -0.61
C 5.194 -0.263 -0.486 -0.56
C 3.721 -0.359 -0.019 -0.82
C 2.769 0.649 -0.703 0.58
N 2.839 2.084 -0.354 -0.70
C 1.349 0.118 -0.662 -0.35
O 1.006 -1.026 -0.956 -0.67
N 0.446 1.109 -0.342 -0.21
C -0.979 0.872 -0.401 0.17
C -1.433 -0.159 0.693 -1.10
C -2.843 -0.612 0.515 0.22
C -3.131 -1.787 -0.244 -0.41
C -4.438 -2.190 -0.427 -0.73
C -5.468 -1.319 -0.057 0.94
O -6.758 -1.649 -0.295 -0.54
C -5.213 -0.196 0.717 -0.55
C -3.893 0.111 1.025 -0.43
C -1.689 2.174 -0.129 0.34
O -2.632 2.637 -0.754 -0.59
O -1.151 2.816 0.928 -0.52
H 7.486 -1.522 -1.092 0.23
H 7.874 -1.902 0.568 0.26
H 5.522 0.790 -0.472 0.25
H 5.273 -0.602 -1.491 0.36
H 3.325 -1.347 -0.280 0.46
H 3.593 -0.326 1.079 0.35
H 3.035 0.626 -1.781 0.20
H 3.746 2.475 -0.623 0.32
H 2.996 2.067 0.693 0.28
H 0.792 2.054 -0.423 0.53
H -1.295 0.507 -1.395 0.31
H -1.248 0.252 1.707 0.30
H -0.808 -1.031 0.573 0.63
H -2.317 -2.371 -0.563 0.49
H -4.687 -3.042 -1.062 0.35
H -7.311 -0.901 -0.067 0.28
H -6.034 0.491 0.996 0.20
H -3.709 0.914 1.750 0.32
H -0.349 2.363 1.239 0.40



36
Properties=species:S:1:pos:R:3:mulliken_charge:R:1 method="wB97M-V/def2-TZVPD" homo_ev=-8.51 molar_mass_g_mol=249.4 gap_ev=9.20 e_above_lowest_kj_mol=19.8 smiles="O=C(CSc1ccccc1)NC1CCCCC1" e_lumo_ev=0.69 total_charge=0
O 0.965 2.757 -0.119 -0.63
C -0.021 2.068 -0.270 0.68
C -1.402 2.694 -0.445 -0.78
S -2.584 2.164 0.843 -0.10
C -3.070 0.532 0.324 0.02
C -3.347 0.212 -1.000 0.07
C -3.741 -1.072 -1.330 -0.54
C -3.881 -2.037 -0.346 -0.45
C -3.629 -1.711 0.977 -0.58
C -3.223 -0.434 1.314 -0.39
N -0.019 0.722 -0.335 0.10
C 1.157 -0.112 -0.122 -0.13
C 1.730 0.091 1.283 -0.77
C 2.936 -0.817 1.498 -0.74
C 4.005 -0.541 0.446 -0.59
C 3.435 -0.738 -0.955 -0.73
C 2.231 0.173 -1.173 -0.87
H -1.312 3.772 -0.322 0.39
H -1.812 2.475 -1.429 0.27
H -3.267 0.960 -1.775 0.27
H -3.950 -1.314 -2.361 0.40
H -4.190 -3.037 -0.610 0.39
H -3.745 -2.456 1.750 0.38
H -3.020 -0.169 2.340 0.41
H -0.908 0.250 -0.406 0.13
H 0.819 -1.150 -0.226 0.40
H 0.957 -0.119 2.026 0.33
H 2.029 1.135 1.387 0.35
H 3.344 -0.653 2.497 0.34
H 2.622 -1.862 1.432 0.35
H 4.859 -1.204 0.598 0.30
H 4.354 0.488 0.550 0.33
H 4.199 -0.520 -1.703 0.34
H 3.132 -1.781 -1.080 0.36
H 1.814 0.019 -2.171 0.33
H 2.534 1.216 -1.086 0.35



44
Properties=species:S:1:pos:R:3:mulliken_charge:R:1 method="wB97M-V/def2-TZVPD" homo_ev=-11.26 molar_mass_g_mol=435.6 gap_ev=8.15 e_above_lowest_kj_mol=11.7 e_lumo_ev=-3.11 total_charge=+1
Al 0.066 0.512 0.310 -0.38
C 0.808 -0.577 3.605 -0.86
C 2.154 -0.261 2.931 -0.71
S 2.305 -0.713 1.198 -0.03
C 1.964 -2.488 1.264 -0.57
C 1.094 -2.974 0.106 -1.00
S -0.346 -1.981 -0.312 0.16
C -1.595 -2.414 0.910 -0.94
C -1.261 -2.095 2.364 -0.69
S -0.705 -0.384 2.613 0.06
H 0.695 0.084 4.464 0.46
H 0.782 -1.592 4.002 0.55
H 2.949 -0.739 3.505 0.58
H 2.346 0.809 2.936 0.37
H 1.508 -2.719 2.223 0.21
H 2.913 -3.023 1.227 0.55
H 0.766 -3.998 0.294 0.51
H 1.681 -3.002 -0.813 0.43
H -1.834 -3.474 0.815 0.68
H -2.473 -1.856 0.583 0.29
H -0.498 -2.768 2.749 0.34
H -2.156 -2.248 2.966 0.54
S 1.429 0.852 -1.628 -0.54
C 0.444 0.793 -3.047 0.72
N 0.805 1.641 -4.040 -0.05
C 0.183 1.747 -5.234 -0.27
C -0.902 0.964 -5.501 -0.61
C -1.319 0.068 -4.509 -0.44
C -0.655 -0.028 -3.310 -0.43
H 1.593 2.249 -3.849 0.25
H 0.599 2.475 -5.914 0.41
H -1.410 1.049 -6.448 0.42
H -2.182 -0.559 -4.685 0.44
H -0.977 -0.729 -2.556 0.53
S -3.617 1.606 -2.086 -0.34
C -2.482 1.052 -1.107 0.86
N -1.637 0.635 -0.389 -0.37
C -0.659 3.940 2.263 -0.82
O -0.574 2.738 1.472 -0.05
C 0.653 2.131 1.368 0.50
O 1.624 2.582 1.919 -0.62
H -1.664 3.962 2.673 0.25
H -0.500 4.802 1.617 0.29
H 0.087 3.929 3.053 0.32